[1]
# C2H6N2O

The molecule C2H6N2O in a non-equilibrium geometry (ωB97M-V/def2-TZVPD, the Open Molecules 2025 dataset).

Calculated values
relative energy (zero: lowest compared OMol25 entry of this formula, charge and spin): 3.8720 eV
spin multiplicity: 1
highest occupied orbital energy: -10.290 eV
SMILES: [H]/N=C(/C)NO
lowest unoccupied orbital energy: 0.560 eV
energy: -7195.9155 eV

Each line ends with the Mulliken charge.
Atoms and positions in Å:
H  -1.2284  1.6190  -0.0663  0.33
N  -0.1381  1.5833  -0.1226  -0.64
C  0.1403  0.3167  -0.0027  0.49
C  1.5798  -0.2566  -0.1000  -0.89
N  -0.8531  -0.7558  -0.2704  -0.21
O  -2.1175  -0.0258  -0.1866  -0.48
H  1.5811  -0.9290  -1.0419  0.25
H  2.1289  -0.8925  0.8043  0.26
H  2.0996  0.6933  -0.3027  0.29
H  -0.9244  -1.4629  0.5499  0.27
H  -2.2681  0.1103  0.7390  0.33

[2]
# CH4INS

The molecule CH4INS in a non-equilibrium geometry (ωB97M-V/def2-TZVPD, the Open Molecules 2025 dataset).

Calculated values
relative energy (zero: lowest compared OMol25 entry of this formula, charge and spin): 1.1330 eV
spin multiplicity: 1
highest occupied orbital energy: -8.524 eV
SMILES: CSNI
lowest unoccupied orbital energy: -0.640 eV
energy: -21526.2405 eV

Each line ends with the Mulliken charge.
Atoms and positions in Å:
C  0.8965  0.8658  -0.0817  -0.67
S  -0.6828  0.6397  0.6428  0.09
N  -1.0700  -0.7798  -0.1688  -0.64
I  -0.5745  -2.6700  0.7696  0.07
H  1.5089  1.4190  0.6385  0.28
H  0.8809  1.5768  -1.0215  0.24
H  1.1730  -0.0716  -0.5079  0.25
H  -2.1321  -0.9800  -0.2711  0.37

[3]
# C53H51ClFN4O5Ti

A structure of composition C53H51ClFN4O5Ti (ωB97M-V/def2-TZVPD, the Open Molecules 2025 dataset).

Calculated values
relative energy (zero: lowest compared OMol25 entry of this formula, charge and spin): 0.0000 eV
spin multiplicity: 2
charge: -2
highest occupied orbital energy (spin up / spin down): -1.433 / -1.534 eV
lowest unoccupied orbital energy (spin up / spin down): 4.167 / 4.164 eV
energy: -110349.6416 eV

Each line ends with the Mulliken charge.
Atoms and positions in Å:
Ti  -0.7616  -0.0035  0.2908  0.76
C  1.5714  2.6167  -3.4236  -2.17
C  2.6094  2.2057  -2.3812  1.91
C  3.7387  3.2406  -2.3635  -1.76
C  3.1443  0.7977  -2.5852  0.71
C  3.4592  0.3549  -3.8631  -0.16
C  3.9379  -0.9277  -4.0904  -1.34
C  4.1057  -1.7739  -3.0067  -1.05
C  3.8068  -1.3742  -1.7064  0.79
C  4.0462  -2.3792  -0.5912  0.45
C  2.7457  -2.8900  0.0217  -0.99
C  4.9847  -1.8736  0.5052  -1.38
C  3.3035  -0.0736  -1.4724  -0.74
N  2.8785  0.3308  -0.2126  1.21
C  3.6735  1.1391  0.4961  0.45
C  5.0807  1.2902  0.3642  -0.33
C  5.8327  2.0812  1.2233  -1.05
C  5.2441  2.7961  2.2569  -0.78
C  3.8513  2.7244  2.3888  -0.63
C  3.1229  1.9501  1.5284  -0.64
F  1.7657  1.9683  1.6217  0.15
H  1.1814  3.6108  -3.1844  0.42
H  0.7358  1.9232  -3.4487  0.65
H  1.9952  2.6716  -4.4298  0.36
H  2.1132  2.2081  -1.4078  -0.71
H  4.2381  3.2643  -3.3386  0.32
H  4.4820  3.0163  -1.6014  0.31
H  3.3407  4.2396  -2.1623  0.43
H  3.3079  1.0184  -4.7068  0.24
H  4.1629  -1.2643  -5.0960  0.39
H  4.4841  -2.7798  -3.1646  0.30
H  4.5419  -3.2347  -1.0671  0.54
H  2.1791  -2.0596  0.4420  -0.37
H  2.9534  -3.6162  0.8141  0.56
H  2.1139  -3.3722  -0.7235  0.41
H  4.5099  -1.0928  1.0989  -0.06
H  5.9067  -1.4621  0.0899  0.31
H  5.2511  -2.7003  1.1720  0.56
H  5.5716  0.7460  -0.4356  0.54
H  6.9073  2.1344  1.0774  0.36
H  5.8341  3.3966  2.9368  0.35
H  3.3185  3.2833  3.1496  0.41
N  -2.5302  -0.0013  0.6670  0.33
C  -3.6361  0.0154  1.2980  -1.05
C  -4.9210  0.2507  0.5764  0.55
C  -6.1577  -0.1303  1.0972  -0.19
C  -7.3284  0.0759  0.3781  -0.86
C  -7.2821  0.6684  -0.8755  -0.40
C  -6.0515  1.0439  -1.4051  -0.74
C  -4.8833  0.8373  -0.6910  -0.12
C  -3.6558  -0.2201  2.7752  0.67
C  -4.4074  0.5682  3.6447  -0.28
C  -4.3348  0.3801  5.0186  -0.78
C  -3.5193  -0.6118  5.5448  -0.65
C  -2.7719  -1.4086  4.6858  -0.78
C  -2.8377  -1.2088  3.3168  -0.06
H  -6.2061  -0.6168  2.0633  0.45
H  -8.2767  -0.2411  0.7969  0.39
H  -8.1941  0.8271  -1.4394  0.37
H  -5.9971  1.4937  -2.3894  0.43
H  -3.9202  1.1146  -1.1048  0.26
H  -5.0357  1.3531  3.2395  0.51
H  -4.9117  1.0170  5.6797  0.36
H  -3.4563  -0.7557  6.6169  0.36
H  -2.1131  -2.1705  5.0849  0.43
H  -2.2249  -1.7900  2.6416  0.29
O  -0.7367  1.2677  3.5128  -1.10
C  0.0644  0.4027  3.1577  0.65
O  0.0464  -0.2429  2.0496  0.17
C  1.2209  0.0468  4.0617  -0.18
C  2.3243  -0.6210  3.5465  0.33
C  3.4180  -0.8830  4.3611  -0.75
C  3.4006  -0.4897  5.6921  -0.47
C  2.2962  0.1782  6.2083  -0.64
C  1.2115  0.4562  5.3891  -0.56
H  2.3303  -0.8914  2.4991  0.32
H  4.2882  -1.3769  3.9468  0.42
H  4.2579  -0.6868  6.3258  0.37
H  2.2866  0.4921  7.2457  0.38
H  0.3456  0.9918  5.7567  0.44
N  -1.7736  3.1358  1.6892  -0.18
C  -1.1200  3.1351  0.5085  -0.08
N  -1.0694  4.3174  -0.1959  -0.58
O  -0.5906  2.1348  0.0244  0.22
H  -1.9634  4.0267  2.1154  0.26
H  -1.5524  2.3592  2.3341  -0.08
H  -1.8204  4.9692  -0.0417  0.23
H  -0.8541  4.1526  -1.1681  0.27
Cl  -5.8641  -4.7430  -1.8135  -0.32
C  -4.3456  -4.0256  -1.2762  0.46
C  -3.5422  -3.3530  -2.1817  -1.06
C  -2.3467  -2.8030  -1.7555  0.09
C  -1.9056  -2.8960  -0.4218  0.18
C  -0.6726  -2.2528  0.0211  -1.73
C  -2.7545  -3.5934  0.4553  0.29
C  -3.9571  -4.1476  0.0447  -0.99
H  -3.8525  -3.2540  -3.2146  0.44
H  -1.7323  -2.2675  -2.4675  0.54
H  -0.2756  -2.6717  0.9477  0.63
H  0.0943  -2.2526  -0.7558  0.22
H  -2.4610  -3.7051  1.4922  0.24
H  -4.5886  -4.6749  0.7488  0.39
O  -2.2148  1.4634  -2.3753  -0.88
C  -1.3838  0.5839  -2.5693  0.26
O  -0.6045  0.0292  -1.7090  0.65
C  -1.1687  0.0652  -3.9832  0.32
C  -2.0023  0.4966  -5.0078  -0.69
C  -1.8057  0.0470  -6.3055  -0.59
C  -0.7646  -0.8300  -6.5860  -0.44
C  0.0785  -1.2531  -5.5674  -1.08
C  -0.1245  -0.8086  -4.2678  0.39
H  -2.8010  1.1828  -4.7588  0.44
H  -2.4629  0.3807  -7.1003  0.38
H  -0.6076  -1.1774  -7.6009  0.37
H  0.9015  -1.9241  -5.7799  0.41
H  0.5372  -1.1110  -3.4664  0.43

[4]
# C27H20ClFeIN5O7

A structure of composition C27H20ClFeIN5O7 (ωB97M-V/def2-TZVPD, the Open Molecules 2025 dataset).

Calculated values
relative energy (zero: lowest compared OMol25 entry of this formula, charge and spin): 0.1512 eV
spin multiplicity: 1
charge: -1
highest occupied orbital energy (spin up / spin down): -4.078 / -4.079 eV
lowest unoccupied orbital energy (spin up / spin down): 2.396 / 2.396 eV
energy: -105121.9478 eV

Each line ends with the Mulliken charge.
Atoms and positions in Å:
Fe  -0.0362  -0.9024  -0.0283  1.10
Cl  -6.7343  -0.2579  1.0903  -0.31
C  -5.0219  0.0417  0.9016  0.55
C  -4.5113  1.2703  1.2191  -0.55
C  -3.1473  1.5485  1.0751  -0.48
I  -2.4049  3.4199  1.5938  0.00
C  -2.2382  0.5989  0.6013  0.09
O  -0.9914  0.7946  0.4169  -0.12
C  -2.8041  -0.6969  0.2954  0.72
N  -1.9018  -1.6207  -0.1316  0.25
C  -2.3196  -2.8277  -0.4338  -0.07
C  -3.6699  -3.2029  -0.3392  -1.10
C  -4.5934  -2.2938  0.0912  -0.73
C  -4.1763  -0.9884  0.4312  -0.12
H  -5.1747  2.0397  1.5906  0.41
H  -1.5670  -3.5354  -0.7556  0.34
H  -3.9583  -4.2119  -0.6010  0.42
H  -5.6382  -2.5579  0.1822  0.41
O  3.0156  1.4303  4.5954  -0.65
C  2.4571  0.8826  3.6757  0.36
C  2.8054  1.0354  2.2030  -0.22
O  3.7244  1.6987  1.7565  -0.75
C  1.8256  0.2173  1.4870  0.83
C  0.9413  -0.3901  2.3926  1.02
O  -0.0084  -1.1632  1.9625  -1.26
C  1.2922  -0.0891  3.7718  0.00
O  0.8028  -0.5250  4.7990  -0.70
O  1.7224  0.0119  0.2297  -0.58
C  2.3864  -0.1055  -2.6573  -1.36
C  1.0636  0.5380  -2.3382  0.88
O  0.0598  -0.1337  -2.0445  -0.67
N  1.0288  1.8705  -2.4395  -0.15
C  -0.0409  2.6853  -1.8929  0.00
C  0.5288  3.7719  -1.0138  0.92
C  -0.1033  5.0019  -0.8793  -0.95
C  0.4215  5.9178  0.0170  -0.30
C  1.5557  5.5797  0.7382  -0.55
C  2.1379  4.3402  0.5100  -0.43
N  1.6409  3.4615  -0.3556  -0.14
H  2.2486  -0.8775  -3.4129  0.41
H  2.7439  -0.5606  -1.7343  0.29
H  3.1236  0.6150  -3.0080  0.39
H  1.9291  2.3197  -2.4963  0.26
H  -0.6636  2.0353  -1.2732  -0.45
H  -0.6541  3.1145  -2.6885  0.25
H  -0.9999  5.2201  -1.4454  0.36
H  -0.0552  6.8805  0.1568  0.40
H  1.9872  6.2592  1.4607  0.39
H  3.0305  4.0177  1.0357  0.47
N  0.9982  -3.5920  1.5703  -0.33
C  1.2700  -3.7068  0.2583  0.38
C  1.9672  -4.8386  -0.2292  -1.02
C  2.1191  -5.0156  -1.5761  -0.25
C  1.5749  -4.0716  -2.4513  -1.24
C  0.9528  -2.9764  -1.9030  -0.66
N  0.8187  -2.7525  -0.5833  0.67
H  1.4891  -4.1907  2.2088  0.23
H  0.5898  -2.7087  1.9174  0.26
H  2.3512  -5.5577  0.4826  0.37
H  2.6446  -5.8841  -1.9539  0.38
H  1.6437  -4.1766  -3.5244  0.43
H  0.5217  -2.2068  -2.5271  0.92